# 1
16
Properties=species:S:1:pos:R:3:forces:R:3 method="wB97M-V/def2-TZVPD" e_lumo_ev=4.1 relative_energy_kj_mol=242.4 homo_ev=-3.4 smiles="CC[P@@H](=O)NC[O-]" total_charge=-1
C -0.953 1.582 -0.741 -1.8 1.9 0.9
C 0.892 -2.393 -0.317 0.6 -0.7 1.2
C -0.401 1.397 0.700 0.5 -0.5 1.1
N 1.182 -1.181 0.841 -0.1 -0.5 0.2
O 2.098 0.951 1.893 1.1 1.0 1.2
O 0.681 -1.896 -1.435 0.5 0.9 -2.3
P 1.283 0.427 0.796 -2.2 0.5 -2.2
H -0.657 2.525 -1.356 0.2 -1.7 1.4
H -0.834 0.709 -1.311 0.3 -1.2 -1.0
H -2.061 1.751 -0.614 0.8 -0.3 -0.3
H 0.005 -2.836 0.098 -0.8 -0.7 1.2
H 1.580 0.710 -0.565 0.5 -0.1 0.2
H 1.760 -3.192 -0.160 -0.6 1.4 0.0
H -1.044 0.843 1.480 0.3 0.6 -1.7
H -0.344 2.406 1.130 0.6 -0.2 0.2
H 1.394 -1.419 1.803 0.0 -0.5 0.0



# 2
16
Properties=species:S:1:pos:R:3:forces:R:3 method="wB97M-V/def2-TZVPD" e_lumo_ev=-3.4 relative_energy_kj_mol=86.5 homo_ev=-14.3 smiles=CCc1c[nH]c[nH+]1 total_charge=+1
C -0.045 -1.350 -2.312 -0.5 0.4 -0.6
C -0.278 -1.537 -0.806 0.5 -1.2 -0.8
C -0.143 -0.353 0.069 -0.2 -0.8 -0.2
C -0.860 -0.012 1.159 0.6 1.3 0.6
N -0.320 1.208 1.606 -1.4 -0.6 0.3
C 0.668 1.566 0.832 1.6 -0.3 0.1
N 0.841 0.608 -0.076 -0.2 0.2 0.1
H -0.984 -1.185 -2.840 -0.1 0.2 0.2
H 0.331 -2.259 -2.773 0.3 0.0 0.2
H 0.578 -0.499 -2.604 0.2 -0.2 0.2
H 0.408 -2.318 -0.480 0.4 0.1 0.3
H -1.235 -2.047 -0.708 -0.2 0.5 0.4
H -1.559 -0.507 1.801 -0.5 -0.2 -0.4
H -0.778 1.736 2.339 0.5 0.2 0.0
H 1.444 2.297 1.009 -0.5 0.4 0.0
H 1.719 0.509 -0.571 -0.4 0.0 -0.4



# 3
11
Properties=species:S:1:pos:R:3:forces:R:3 method="wB97M-V/def2-TZVPD" e_lumo_ev=0.2 relative_energy_kj_mol=253.8 homo_ev=-8.4 smiles="O=C1C=CONP1"
C 0.591 -0.929 -0.806 1.1 -1.5 -1.5
C -0.724 -1.166 -0.611 2.9 2.5 2.1
C 1.265 0.213 -0.296 -1.3 2.9 0.4
N -1.013 0.500 1.107 1.5 0.1 0.3
O 2.421 0.486 -0.311 0.6 -0.3 0.0
O -1.487 -0.588 0.295 -1.7 1.4 0.5
P -0.090 1.780 0.263 1.8 -1.9 -0.6
H 1.298 -1.538 -1.490 -1.8 0.8 1.1
H -1.273 -1.878 -1.055 -1.7 -2.6 -1.7
H -1.785 0.985 1.540 -1.0 -1.0 -0.2
H 0.797 2.135 1.364 -0.7 -0.4 -0.3



# 4
43
Properties=species:S:1:pos:R:3:forces:R:3 method="wB97M-V/def2-TZVPD" e_lumo_ev="-4.1 / -7.2" s2=6.060 relative_energy_kj_mol=41.4 homo_ev="-12.4 / -12.1" multiplicity=5 total_charge=+1
Ir 0.086 0.716 0.097 0.2 0.2 -1.1
N -1.350 -1.149 3.395 0.7 0.0 0.2
C -0.051 -1.087 3.905 -0.7 0.4 -0.4
C 0.644 -0.344 3.006 0.6 0.3 0.6
N -0.182 0.035 1.996 -0.1 0.0 -0.2
C -1.370 -0.480 2.237 -0.9 -0.6 0.3
C -2.392 -0.299 1.214 0.3 -0.2 1.1
N -2.021 0.384 0.160 0.6 0.3 -0.4
C -3.103 0.426 -0.689 0.2 0.1 -0.6
C -4.131 -0.247 -0.125 1.1 0.2 0.8
N -3.663 -0.673 1.111 -1.1 -1.3 0.6
H -2.087 -1.720 3.775 0.0 0.0 -0.1
H 0.213 -1.510 4.859 0.0 -0.1 -0.1
H 1.653 0.023 3.016 0.2 -0.3 0.2
H -3.035 0.913 -1.644 -0.1 0.1 -0.1
H -5.118 -0.437 -0.432 -0.8 -0.2 -0.4
H -4.133 -1.414 1.682 0.7 1.2 -0.7
S -0.749 3.134 -1.101 0.0 0.2 1.0
C -0.299 2.108 -2.384 0.6 -0.7 -0.8
C -0.327 2.406 -3.735 -0.3 0.2 0.2
C 0.258 1.539 -4.626 0.0 0.1 -0.8
C 0.748 0.328 -4.193 0.1 -1.2 0.8
C 0.641 0.012 -2.837 0.1 0.5 -1.1
N 0.198 0.923 -1.977 -0.8 0.3 0.7
H -0.830 3.291 -4.063 0.1 0.5 -0.1
H 0.306 1.805 -5.683 -0.1 -0.1 0.3
H 1.153 -0.441 -4.849 -0.1 0.4 0.0
H 0.889 -0.949 -2.439 0.3 -0.4 0.1
S 2.433 0.395 -0.024 -0.6 0.5 0.5
C 2.735 1.796 0.957 0.3 -0.7 -0.5
S 1.414 2.635 1.510 0.0 0.2 0.0
C 4.105 2.185 1.179 -0.5 0.8 0.3
C 4.396 3.309 2.004 0.2 0.3 0.6
N 4.642 4.184 2.729 -0.3 -0.8 -0.8
C 5.148 1.559 0.476 -0.4 0.3 0.2
N 5.954 1.090 -0.193 0.6 -0.4 -0.3
F -0.082 -1.750 -0.435 0.0 0.5 -0.4
Sb -0.361 -3.532 0.247 -1.4 -2.0 -0.1
F 1.174 -4.087 -0.630 0.6 0.2 -0.2
F 0.538 -2.949 1.743 0.6 0.4 1.1
F -0.636 -5.273 0.936 0.1 0.7 0.2
F -2.012 -2.870 1.038 0.5 -0.1 0.0
F -1.396 -3.987 -1.214 -0.4 0.2 -0.8



# 5
73
Properties=species:S:1:pos:R:3:forces:R:3 method="wB97M-V/def2-TZVPD" e_lumo_ev="-7.1 / -9.5" s2=6.026 relative_energy_kj_mol=43.1 homo_ev="-15.2 / -15.2" multiplicity=5 total_charge=+2
Ru -0.270 -0.635 0.925 0.0 -0.1 0.4
O 1.609 -1.150 0.644 -0.1 0.1 0.0
N 2.509 -1.065 1.644 0.0 0.0 0.0
C 3.775 -1.390 1.335 0.1 0.0 0.0
C 4.747 -1.332 2.307 0.0 0.0 -0.1
C 4.404 -0.943 3.597 -0.1 0.0 0.1
C 3.090 -0.620 3.886 0.1 0.0 0.0
C 2.124 -0.679 2.887 0.0 0.0 0.0
S 0.459 -0.315 3.176 0.0 0.0 -0.1
H 3.939 -1.685 0.308 0.0 0.0 0.0
H 5.762 -1.595 2.047 0.0 0.0 0.0
H 5.157 -0.896 4.372 0.0 0.0 0.0
H 2.784 -0.320 4.879 0.0 0.0 0.0
C 0.082 -4.413 0.424 0.0 0.0 0.0
C -0.677 -3.986 1.661 0.0 -0.2 0.0
C -1.880 -4.873 1.922 0.0 0.1 0.0
C 0.211 -3.871 2.882 0.0 0.0 0.0
O -1.201 -2.601 1.318 0.1 0.0 -0.1
P -2.465 -1.869 2.086 0.0 0.1 0.1
O -2.323 -1.887 3.532 0.0 0.0 0.0
O -2.077 -0.449 1.388 0.1 0.1 0.0
O -3.783 -2.363 1.500 0.0 0.0 0.0
C -4.485 -2.206 0.174 0.0 0.0 0.0
C -3.478 -2.310 -0.953 0.0 0.0 0.0
C -5.180 -0.862 0.217 0.0 0.0 0.0
C -5.466 -3.359 0.162 0.0 0.0 0.0
H 0.500 -5.406 0.586 0.0 0.0 0.0
H 0.905 -3.730 0.212 0.0 0.0 0.0
H -0.575 -4.459 -0.444 0.0 0.0 0.0
H -1.529 -5.888 2.106 0.0 0.0 0.0
H -2.547 -4.896 1.061 0.0 0.0 0.0
H -2.436 -4.550 2.803 0.0 0.0 0.0
H 0.544 -4.870 3.163 0.0 0.0 0.0
H -0.324 -3.434 3.724 0.0 0.0 0.0
H 1.105 -3.282 2.662 0.0 0.0 0.0
H -2.768 -1.480 -0.945 0.0 0.0 0.0
H -4.019 -2.270 -1.898 0.0 0.0 0.0
H -2.935 -3.255 -0.915 0.0 0.0 0.0
H -4.463 -0.041 0.254 0.0 0.0 0.0
H -5.833 -0.797 1.086 0.0 0.0 0.0
H -5.788 -0.744 -0.680 0.0 0.0 0.0
H -4.946 -4.316 0.193 0.0 0.0 0.0
H -6.059 -3.317 -0.752 0.0 0.0 0.0
H -6.140 -3.298 1.015 0.0 0.0 0.0
C 4.510 4.690 -5.085 0.0 0.0 0.0
C 3.042 4.839 -4.695 0.0 0.0 0.0
S 2.832 4.407 -2.994 0.1 0.0 0.1
O 3.530 5.347 -2.154 0.0 -0.1 0.0
O 3.094 2.991 -2.813 0.0 0.1 0.0
C 1.084 4.609 -2.666 0.0 -0.1 0.0
C 0.883 4.473 -1.152 0.0 0.0 0.0
N 0.138 3.254 -0.779 0.1 0.0 0.0
C 0.686 2.157 -0.237 0.0 0.0 0.0
N -0.281 1.264 0.045 -0.1 -0.1 -0.1
C -1.486 1.820 -0.331 0.0 -0.1 0.0
C -1.223 3.037 -0.841 0.0 0.1 -0.1
N -2.185 3.955 -1.408 0.0 0.0 0.1
O -1.750 4.945 -1.961 0.0 0.0 0.0
O -3.344 3.642 -1.284 0.0 0.0 0.0
C 2.136 1.984 0.023 0.0 0.0 0.1
H 4.628 4.958 -6.133 0.0 0.0 0.0
H 4.847 3.663 -4.954 0.0 0.0 0.0
H 5.138 5.350 -4.489 0.0 0.0 0.0
H 2.391 4.176 -5.265 0.0 0.0 0.0
H 2.694 5.869 -4.789 0.0 0.0 0.0
H 0.571 3.822 -3.217 -0.1 0.1 0.0
H 0.745 5.578 -3.025 0.1 0.0 0.0
H 0.352 5.330 -0.754 -0.1 0.0 0.0
H 1.837 4.418 -0.633 0.0 0.1 0.0
H -2.436 1.331 -0.210 0.0 0.0 0.0
H 2.400 2.395 1.002 0.0 0.0 0.0
H 2.731 2.476 -0.745 0.0 0.0 0.0
H 2.377 0.928 -0.007 0.0 0.0 0.0



# 6
60
Properties=species:S:1:pos:R:3:forces:R:3 method="wB97M-V/def2-TZVPD" e_lumo_ev="-5.7 / -6.0" s2=3.860 relative_energy_kj_mol=126.2 homo_ev="-11.8 / -12.1" multiplicity=4 total_charge=+1
Tc 1.204 0.172 0.197 0.8 0.3 -1.4
C 1.070 -1.661 5.076 -0.9 1.5 1.2
C 0.534 -0.367 5.289 0.4 0.5 -0.8
C 0.616 0.612 4.241 -0.4 -1.2 0.8
C 1.086 0.200 2.997 0.9 -0.9 0.5
C 1.602 -1.120 2.793 -0.3 1.2 -0.7
C 1.552 -2.004 3.831 0.2 -1.5 0.2
N 1.136 1.050 1.880 -2.2 3.0 1.0
N 0.838 2.359 1.976 1.5 -2.2 1.4
C 1.105 2.967 0.821 -0.1 1.2 -2.5
C 1.066 4.406 0.673 -0.3 -2.3 0.6
C 1.352 4.925 -0.568 -0.2 3.1 1.1
C 1.773 4.155 -1.609 0.0 -0.8 -0.6
C 1.627 2.780 -1.549 1.2 -2.2 -0.4
C 1.354 2.126 -0.347 -0.6 1.2 0.8
H 1.107 -2.325 5.951 -0.1 0.0 -0.8
H 0.050 -0.127 6.258 0.6 0.0 -0.8
H 0.311 1.654 4.339 -0.1 -0.4 0.2
H 2.079 -1.453 1.839 -0.4 0.4 1.0
H 1.844 -3.042 3.670 0.3 0.3 0.0
H 0.839 4.997 1.556 0.0 0.1 -0.3
H 1.287 6.047 -0.670 0.4 -1.4 0.0
H 2.253 4.580 -2.467 -0.3 0.3 -0.5
H 1.903 2.138 -2.428 -0.3 0.9 0.8
N 5.782 -2.815 -3.345 -1.2 0.6 1.2
C 4.997 -2.557 -2.520 1.8 -0.8 -1.7
N 4.152 -2.484 -1.515 -2.6 3.5 0.9
C 3.342 -1.547 -1.156 -0.3 -3.5 2.1
N 2.424 -1.161 -0.403 3.3 -0.9 -3.5
C -2.063 1.351 0.018 0.4 -0.1 0.0
Si -1.103 -0.121 -0.634 -2.0 0.3 -1.4
C -1.676 -1.740 0.214 0.5 0.7 0.3
C -0.416 -2.628 0.324 -0.1 -0.5 -2.2
C -2.088 -1.329 1.659 -0.4 0.4 0.2
C -2.836 -2.486 -0.449 1.3 -1.2 -0.1
C -1.300 -0.024 -2.634 0.2 0.2 1.5
C -0.217 -0.806 -3.278 1.0 -0.6 -0.2
C -2.607 -0.692 -3.046 -0.6 0.7 -0.8
C -1.185 1.434 -3.058 0.0 0.0 -1.0
H -3.137 1.301 -0.118 -0.3 -0.3 0.1
H -1.741 2.216 -0.537 0.2 0.5 -0.1
H -1.823 1.513 1.062 -0.2 0.2 0.3
H 0.459 -2.067 0.651 -0.1 -0.3 0.7
H -0.061 -2.968 -0.721 -0.7 0.2 1.4
H -0.619 -3.503 0.953 0.3 0.1 0.0
H -1.653 -0.383 1.998 0.1 0.0 -0.1
H -1.664 -2.069 2.333 -0.4 -0.3 0.3
H -3.189 -1.188 1.834 1.0 -0.4 -0.4
H -2.542 -2.930 -1.422 -0.1 0.2 0.6
H -3.678 -1.846 -0.626 -0.6 0.1 0.2
H -3.037 -3.343 0.228 -0.5 0.5 -0.4
H -0.344 -1.854 -2.977 0.7 0.1 -0.1
H 0.763 -0.373 -3.030 0.1 -0.5 0.1
H -0.282 -0.777 -4.366 -0.2 0.0 -0.2
H -2.539 -1.770 -2.933 0.0 0.1 -0.3
H -2.828 -0.439 -4.131 0.2 -0.3 1.2
H -3.463 -0.384 -2.447 -0.2 0.2 -0.1
H -0.265 1.932 -2.724 -0.4 -0.2 0.3
H -2.064 2.010 -2.783 0.0 0.2 0.0
H -1.086 1.460 -4.166 -0.3 0.0 0.4



# 7
16
Properties=species:S:1:pos:R:3:forces:R:3 method="wB97M-V/def2-TZVPD" e_lumo_ev=1.0 relative_energy_kj_mol=315.7 homo_ev=-8.6 smiles="CC1=C(C)C1.C#N"
C -3.213 0.275 -0.435 0.0 0.1 -0.5
C 0.442 0.026 -1.330 0.0 0.0 0.1
C 0.627 -0.700 -0.025 0.1 1.1 -0.1
C 0.816 0.585 0.016 -0.1 -1.1 -0.2
C 0.554 -2.023 0.608 0.0 0.0 0.1
C 1.167 1.823 0.729 0.0 0.0 0.1
N -3.088 0.083 0.679 0.1 -0.2 0.8
H -3.297 0.456 -1.476 -0.1 0.0 -0.3
H 1.190 -0.053 -2.114 0.1 0.0 -0.1
H -0.564 0.196 -1.712 -0.1 0.0 -0.1
H -0.268 -2.597 0.183 0.0 -0.1 0.0
H 1.484 -2.576 0.446 -0.1 -0.1 0.0
H 0.394 -1.912 1.679 0.0 -0.1 0.0
H 1.527 2.575 0.029 0.0 0.1 0.1
H 1.937 1.624 1.473 0.0 0.1 0.0
H 0.292 2.219 1.249 0.0 0.1 0.0



# 8
17
Properties=species:S:1:pos:R:3:forces:R:3 method="wB97M-V/def2-TZVPD" e_lumo_ev="-5.3 / -7.4" s2=2.006 homo_ev="-11.5 / -13.8" multiplicity=3 total_charge=+1
C 2.172 1.416 -1.046 -3.0 -1.5 0.9
C 2.236 0.124 -1.041 -1.8 1.8 0.2
C 0.994 2.252 -0.707 -1.2 1.5 1.2
C -0.155 1.877 -0.083 0.0 0.3 -1.6
C 0.213 -0.662 -0.150 0.9 3.4 2.3
C -0.668 0.519 0.254 0.3 -0.8 1.1
C -1.240 -2.429 0.377 -3.2 -1.9 -0.2
O -0.055 -1.861 -0.274 -0.2 -3.4 -0.5
H 2.943 2.001 -1.376 2.5 1.1 -0.8
H 2.627 -0.818 -1.179 0.8 -1.8 -0.2
H 1.140 3.374 -0.876 -0.2 -1.9 0.1
H -1.001 2.582 -0.007 1.0 0.2 0.2
H -0.925 0.450 1.402 1.0 0.0 -1.7
H -1.675 0.346 -0.149 0.1 0.3 -0.6
H -1.658 -3.435 -0.134 1.7 2.5 0.5
H -1.202 -2.769 1.482 0.9 1.3 -1.7
H -2.007 -1.630 0.171 0.4 -1.2 0.7



# 9
11
Properties=species:S:1:pos:R:3:forces:R:3 method="wB97M-V/def2-TZVPD" e_lumo_ev=-0.5 relative_energy_kj_mol=154.6 homo_ev=-11.1
C -0.222 -0.167 -0.623 -3.5 -0.6 0.8
C 1.021 0.085 0.160 1.8 -0.1 2.2
N -1.106 0.814 -0.668 1.1 0.8 1.1
O 1.379 -0.925 0.976 -1.2 1.0 -0.2
F -1.022 -1.524 0.848 0.8 1.4 -0.4
F -0.287 -1.154 -1.461 0.3 1.0 0.2
F 0.842 1.282 0.893 -0.4 -0.8 -0.4
F 1.977 0.429 -0.709 0.5 -0.5 -0.4
H -2.075 0.749 -0.842 -1.0 -1.1 -1.0
H -0.988 1.613 -0.017 0.7 -1.0 -0.5
H 0.480 -1.202 1.443 0.8 -0.1 -1.4



# 10
14
Properties=species:S:1:pos:R:3:forces:R:3 method="wB97M-V/def2-TZVPD" e_lumo_ev="0.8 / -3.5" s2=2.006 relative_energy_kj_mol=304.2 homo_ev="-3.0 / -11.4" multiplicity=3
C -1.103 1.186 0.176 -3.9 1.8 -1.5
C 0.393 -1.346 -1.354 -3.2 -3.2 -0.9
N 1.381 -0.725 1.785 -0.9 0.7 -2.0
N 0.517 -0.307 0.687 -2.1 -0.7 4.1
O -0.496 0.512 1.196 3.1 -1.0 0.9
O -0.168 -1.265 -0.039 1.4 -0.4 -0.4
H -2.047 1.615 0.760 1.9 -0.6 -1.7
H -1.467 0.435 -0.599 0.3 1.2 0.8
H -0.515 2.032 -0.316 -0.5 -1.2 0.9
H -0.415 -1.964 -1.908 1.3 1.4 0.6
H 1.298 -1.843 -1.516 1.6 -1.1 0.7
H 0.522 -0.390 -1.658 0.0 2.9 -1.6
H 1.064 -0.277 2.671 -0.2 0.4 0.1
H 2.300 -0.283 1.537 1.2 -0.3 0.0



# 11
6
Properties=species:S:1:pos:R:3:forces:R:3 method="wB97M-V/def2-TZVPD" e_lumo_ev=0.5 relative_energy_kj_mol=58.4 homo_ev=-10.6 smiles=O.O
H 2.028 0.521 0.068 -2.3 -3.0 -1.0
H 0.467 0.019 -0.152 1.5 -0.6 -0.4
H -1.255 -0.666 0.632 0.3 0.5 -2.4
H -1.483 0.673 -0.035 0.3 -1.1 -0.9
O 1.415 -0.307 -0.215 1.6 3.5 1.3
O -1.172 -0.240 -0.298 -1.3 0.8 3.4



# 12
95
Properties=species:S:1:pos:R:3:forces:R:3 method="wB97M-V/def2-TZVPD" e_lumo_ev="-3.1 / -3.3" s2=3.767 relative_energy_kj_mol=152.5 homo_ev="-9.5 / -9.3" multiplicity=4 total_charge=+1
Tc 0.701 0.393 -0.094 0.1 1.1 0.2
C -3.898 1.958 2.104 1.0 1.5 1.0
C -3.048 1.804 0.912 -0.1 0.6 -0.8
C -3.028 2.565 -0.255 -0.5 -0.5 0.5
C -1.996 2.039 -1.015 0.9 -0.3 -1.2
N -1.381 1.076 -0.324 0.2 0.1 -0.9
N -2.066 0.913 0.804 0.4 -1.1 1.6
B -2.027 -0.496 1.470 0.2 1.3 0.4
N -2.198 -1.499 0.301 -1.5 -0.8 0.7
N -1.235 -2.057 -0.442 0.1 -1.3 -0.9
C -1.795 -2.998 -1.284 0.5 0.9 0.8
C -3.176 -2.939 -1.079 -0.1 -0.4 -0.1
C -3.386 -2.056 -0.038 0.5 0.9 -0.4
C -4.694 -1.603 0.512 1.3 0.5 0.7
C -0.976 -3.977 -2.118 -0.9 0.3 -0.3
C -1.996 -4.864 -2.886 0.7 -0.1 -0.6
C -0.145 -3.258 -3.197 -0.9 0.1 0.1
C -0.147 -4.848 -1.172 1.0 -1.0 -0.4
N -0.744 -0.756 2.256 0.2 -0.4 0.7
N 0.347 0.028 2.189 0.3 1.3 -1.1
C 1.251 -0.422 3.045 0.1 0.1 0.6
C 0.756 -1.548 3.691 -1.7 0.7 -1.4
C -0.539 -1.700 3.184 0.6 -1.2 0.5
C -1.539 -2.744 3.591 -0.1 0.2 0.7
C 2.556 0.263 3.380 -0.1 0.8 -1.2
C 2.560 1.753 3.007 -0.4 -0.4 1.4
C 2.793 0.184 4.854 0.8 -0.4 0.5
C 3.648 -0.432 2.600 1.9 -0.1 -0.3
C -1.538 2.339 -2.443 -1.2 0.0 0.5
C -0.915 1.111 -3.099 0.7 -1.0 0.3
C -0.534 3.460 -2.430 0.0 0.9 -0.9
C -2.729 2.763 -3.331 -0.2 0.8 0.5
H -4.635 2.742 1.910 -0.2 -0.5 0.1
H -4.290 1.037 2.474 -0.6 -0.5 0.1
H -3.254 2.367 2.936 -0.6 -0.4 -0.7
H -3.807 3.235 -0.532 -0.1 0.6 -0.2
H -2.912 -0.434 2.296 -0.1 -0.8 -0.6
H -3.992 -3.430 -1.618 0.7 0.0 0.3
H -5.448 -2.162 0.050 -1.2 -0.6 -0.8
H -4.753 -1.798 1.576 0.0 0.0 0.3
H -4.816 -0.533 0.357 -0.2 0.0 -0.1
H -2.570 -4.221 -3.586 0.3 -0.5 0.3
H -1.419 -5.642 -3.458 -0.6 0.8 0.4
H -2.700 -5.383 -2.243 0.0 0.0 0.2
H -0.649 -2.364 -3.585 -0.2 -0.4 -0.1
H 0.727 -2.871 -2.747 1.4 0.1 0.1
H 0.067 -3.939 -4.020 0.2 0.1 0.1
H -0.792 -5.467 -0.583 -0.7 -0.1 0.6
H 0.409 -5.638 -1.729 -0.1 0.8 0.0
H 0.570 -4.380 -0.471 -0.5 0.2 -0.6
H 1.210 -2.130 4.416 0.7 -0.9 1.3
H -1.268 -3.146 4.599 -0.1 0.3 -0.9
H -2.527 -2.271 3.697 0.2 -0.3 -0.1
H -1.604 -3.591 2.893 0.0 0.3 0.1
H 1.792 2.289 3.585 0.4 0.0 -0.2
H 3.546 2.137 3.215 0.3 0.3 0.4
H 2.416 1.946 1.990 -0.5 0.0 -1.5
H 1.911 0.429 5.392 -0.8 0.4 0.6
H 3.061 -0.818 5.145 0.2 -0.5 0.2
H 3.601 0.845 5.172 0.0 0.0 -0.1
H 3.716 -0.044 1.586 -0.5 -0.2 -0.3
H 4.704 -0.234 2.945 -1.1 -0.2 0.3
H 3.486 -1.513 2.583 0.2 0.1 -0.1
H 0.098 0.902 -2.699 -0.4 0.0 0.3
H -1.513 0.173 -3.005 0.3 0.8 0.0
H -0.674 1.276 -4.144 -0.4 0.2 -0.4
H 0.359 3.201 -1.858 -0.1 0.0 -0.7
H -0.354 3.650 -3.522 0.5 0.2 1.1
H -0.960 4.371 -1.971 0.1 -0.3 -0.3
H -3.474 1.988 -3.407 0.0 -0.5 -0.4
H -3.320 3.647 -3.044 0.5 -0.1 0.7
H -2.328 3.093 -4.279 0.0 -0.5 -0.6
C 4.409 -0.668 -2.281 0.5 0.1 0.6
C 4.994 0.568 -2.521 -0.4 -1.2 -0.7
C 4.419 1.657 -1.973 -0.3 1.3 0.7
C 3.319 1.509 -1.130 0.3 -0.5 -1.0
N 2.761 0.301 -0.926 -0.9 0.3 1.1
C 3.338 -0.788 -1.418 1.1 0.9 -1.1
C 2.683 2.682 -0.555 -0.3 1.0 1.3
C 3.365 3.884 -0.369 -1.5 0.9 0.0
C 2.680 4.997 0.113 -1.6 -0.8 0.9
C 1.341 4.805 0.521 1.4 0.2 -0.4
C 0.787 3.562 0.449 0.3 -0.1 0.4
N 1.449 2.536 -0.049 0.1 -1.6 -0.9
H 4.843 -1.527 -2.715 0.3 -0.9 -0.3
H 5.800 0.677 -3.217 0.4 -0.1 -0.2
H 4.804 2.631 -2.246 -0.1 0.1 0.3
H 2.971 -1.748 -1.165 -0.7 -0.6 0.2
H 4.372 4.001 -0.601 1.6 -0.1 -0.5
H 3.072 5.982 0.329 0.6 -0.2 -0.4
H 0.776 5.586 0.952 -0.4 0.8 0.3
H -0.176 3.342 0.848 -0.7 -0.1 0.1
C 0.176 -1.647 -0.296 0.2 -0.1 0.8
H 0.654 -1.823 -1.232 0.1 -0.6 -0.7
H 0.671 -2.289 0.473 -0.4 0.3 -0.4